# 1
A structure of composition CH2F4N3P3, computed with ωB97M-V/def2-TZVPD.

Output
E_HOMO ... -9.00 eV
E_LUMO ... -1.28 eV

```
! wB97M-V def2-TZVPD RIJCOSX def2/J DEFGRID3
* xyz 0 1
C -1.81771 0.03565 -0.00230
N 1.62121 1.04867 0.94476
N 1.75340 -0.63008 -1.10248
N -0.50382 0.18188 -0.42289
F -2.56332 1.11069 -0.29034
F -2.40587 -1.01776 -0.59136
F -1.93558 -0.14877 1.31395
F 1.00926 -1.57710 1.12384
P 2.32206 -0.32742 0.66866
P 0.41152 1.67962 0.03131
P 0.21566 -1.12268 -1.13006
H 2.38687 -1.22705 -1.61659
H -0.49369 1.99436 1.07352
*
```

# 2
A structure of composition C19H18I2N3O2PtSSe, computed with ωB97M-V/def2-TZVPD.

Output
E_HOMO (alpha / beta) ... -16.12 / -16.32 eV
E_LUMO (alpha / beta) ... -8.96 / -12.27 eV

```
! wB97M-V def2-TZVPD RIJCOSX def2/J DEFGRID3
* xyz 3 5
Pt -0.08357 -0.29343 -0.29526
I -2.66535 -4.51495 1.15057
C -3.11069 -2.53449 1.31229
C -4.17144 -2.12222 2.08280
C -4.58730 -0.75540 2.07499
I -6.12742 -0.29271 3.35172
C -3.95300 0.17963 1.26457
C -4.23205 1.56056 1.20069
C -3.37256 2.41872 0.59349
C -2.26579 1.93330 -0.06005
N -1.91209 0.62946 -0.01969
C -2.76612 -0.27770 0.52394
C -2.35535 -1.65285 0.48572
O -1.37845 -1.98092 -0.25406
H -4.78690 -2.74010 2.74942
H -5.08326 1.99655 1.74400
H -3.52105 3.45415 0.62590
H -1.60212 2.60747 -0.56540
C -1.13384 -0.80118 -3.98723
S -1.89983 0.52203 -4.96115
C -3.31142 -0.43863 -5.47246
O -1.01774 0.75089 -6.13409
H -1.74716 -1.06455 -3.11663
H -0.12466 -0.49234 -3.74790
H -1.17974 -1.59732 -4.77071
H -4.01811 -0.54520 -4.59524
H -2.99871 -1.41991 -5.91893
H -3.86477 0.09730 -6.22592
C 3.93279 2.86932 0.77972
N 3.78127 1.39125 0.73338
C 2.84244 0.62868 0.05302
Se 1.43563 1.34536 -0.88641
N 3.11857 -0.68481 0.25522
C 4.05281 -0.82098 1.32316
C 4.37918 -1.89985 2.14837
C 5.11678 -1.55944 3.25614
C 5.50532 -0.20672 3.50665
C 5.22584 0.86186 2.71321
C 4.49841 0.51693 1.52792
H 3.72142 3.32621 -0.22204
H 4.96426 3.09829 1.06865
H 3.22148 3.33336 1.48665
H 2.61556 -1.42994 -0.25358
H 3.95952 -2.93582 2.01172
H 5.43033 -2.32488 3.97548
H 6.16891 -0.03171 4.44559
H 5.29995 1.89670 3.04173
*
```

# 3
The molecule C15H20ClN3OS, computed with ωB97M-V/def2-TZVPD.

Output
E_HOMO ... -8.44 eV
E_LUMO ... 0.07 eV

```
! wB97M-V def2-TZVPD RIJCOSX def2/J DEFGRID3
* xyz 0 1
C 1.18246 3.55301 0.61850
H 2.17887 3.94951 0.79723
H 0.91617 2.89629 1.44016
H 0.48930 4.39047 0.59733
C 1.10617 2.80546 -0.70999
N 1.59832 1.43342 -0.64766
C 2.99755 1.36263 -0.24592
H 3.66002 1.81562 -1.00369
C 3.50362 -0.04898 0.06075
C 2.78646 -0.70489 1.24233
N 1.36807 -0.87225 0.97409
C 0.96874 -1.90585 0.18587
S 1.97506 -3.09662 -0.35297
N -0.34921 -1.96978 -0.16058
C -1.26409 -0.99563 0.13545
C -2.56555 -1.04343 -0.35986
C -3.44556 -0.02979 -0.02926
C -3.05909 1.02961 0.78790
C -1.77218 1.06506 1.28057
C -0.86242 0.05997 0.96241
C 0.50932 0.10493 1.47961
O 0.88489 0.89306 2.31896
H -1.44336 1.86878 1.92008
H -3.76590 1.80658 1.02918
Cl -5.05418 -0.08211 -0.64400
H -2.87814 -1.85807 -0.99413
H -0.61314 -2.75481 -0.74196
H 3.22071 -1.68702 1.44194
H 2.86472 -0.07567 2.13022
H 4.56166 0.02600 0.31774
H 3.42669 -0.69416 -0.81457
H 3.08843 1.94980 0.66890
C 1.27099 0.69757 -1.85914
C 1.92915 1.16692 -3.16213
H 1.60818 0.52036 -3.97460
H 3.01241 1.11204 -3.09144
H 1.64314 2.18714 -3.40373
H 1.53552 -0.35026 -1.70552
H 0.18193 0.74672 -1.97348
H 1.64242 3.39261 -1.47472
H 0.05683 2.73726 -1.01400
*
```

# 4
A structure of composition C7H15ClLiNO5, computed with ωB97M-V/def2-TZVPD.

Output
E_HOMO ... 1.44 eV
E_LUMO ... 5.35 eV

```
! wB97M-V def2-TZVPD RIJCOSX def2/J DEFGRID3
* xyz -2 1
Li -0.41987 1.67102 0.25151
Cl -1.66049 1.03052 -0.75538
C -0.17698 1.78600 2.07365
O -0.08392 2.79161 1.34124
O -0.43312 0.72475 1.52279
O -0.11519 1.93895 3.27444
C 0.99966 2.01806 -1.98528
O 1.17057 2.13595 -0.58333
C 2.23276 1.39232 -0.05741
C 1.95895 -0.10897 -0.09175
N 0.51567 -0.44388 0.19274
C 0.41979 -1.88161 -0.16906
C -1.11248 -2.22754 -0.24013
O -1.72638 -1.76073 0.98163
C -3.09663 -1.97282 0.98034
H 0.62305 1.01660 -2.19348
H 1.85494 2.35554 -2.57069
H 0.23742 2.75995 -2.22334
H 2.35039 1.76903 0.95864
H 3.17626 1.59163 -0.56552
H 2.63176 -0.59568 0.61431
H 2.19109 -0.39366 -1.11799
H -0.07101 0.07676 -0.44353
H 0.91259 -2.58056 0.50674
H 0.80765 -2.12316 -1.15866
H -1.29638 -3.28645 -0.42181
H -1.62252 -1.68542 -1.03642
H -3.22174 -3.04181 0.80806
H -3.49748 -1.32908 0.19739
H -3.54841 -1.62729 1.91019
*
```

# 5
A cluster of 2 separate species, C3H3IO2S in total, computed with ωB97M-V/def2-TZVPD.

Output
E_HOMO ... -7.31 eV
E_LUMO ... -0.29 eV

```
! wB97M-V def2-TZVPD RIJCOSX def2/J DEFGRID3
* xyz 0 1
C 1.02508 -0.15482 -2.14819
C 1.90680 -1.82046 -3.88019
C -0.03145 -0.32659 -0.04713
O 1.04625 0.93372 -2.56016
O 0.59922 -0.92430 -1.19320
S 1.93814 -3.35579 -3.70166
I 2.25001 -0.48098 -5.36617
H -0.09438 -0.98689 0.79267
H -1.10084 0.18246 -0.21701
H 0.55738 0.55221 0.50687
*
```

# 6
A cluster of 2 separate species, C7H19N5P in total, computed with ωB97M-V/def2-TZVPD.

Output
E_HOMO (alpha / beta) ... -11.49 / -11.80 eV
E_LUMO (alpha / beta) ... -5.44 / -3.18 eV

```
! wB97M-V def2-TZVPD RIJCOSX def2/J DEFGRID3
* xyz 1 1
C -2.38010 -0.43108 -0.57734
C -3.67496 -0.81678 -1.12647
C -2.81915 -0.47322 1.88293
C 0.96185 2.31472 -1.77846
C 0.72061 2.50654 0.66269
C 1.85688 -1.25313 1.96128
C 3.66395 -1.16477 0.41068
N -0.75324 -0.11717 0.93818
N -1.99572 -0.31515 0.74026
N -1.30984 -0.19143 -1.44586
N 0.23926 1.82664 -0.57775
N 2.62769 -0.50923 1.07825
P 0.17287 0.08585 -0.45320
H -4.32152 -0.02211 -1.55617
H -4.41865 -1.32316 -0.52799
H -3.50822 -1.49107 -1.98006
H -2.83427 0.41960 2.53510
H -3.91919 -0.64037 1.64694
H -2.41161 -1.40029 2.54926
H 0.47620 3.18282 -2.12039
H 2.02139 2.49245 -1.57174
H 0.89698 1.47982 -2.48946
H 0.63527 3.57640 0.39505
H -0.09594 2.23245 1.46522
H 1.74918 2.21005 0.77811
H 0.79664 -0.91536 1.69481
H 1.98756 -2.38605 1.95528
H 2.08302 -0.83386 2.97736
H 3.77888 -2.30349 0.48834
H 3.77876 -0.83059 -0.55282
H 4.63071 -0.81504 0.79956
H -1.56709 -0.35276 -2.41429
*
```